# C10H25O10V2

A molecular structure, C10H25O10V2 (wB97M-V/def2-TZVPD, OMol25).

Geometry as ORCA input:
```
! wB97M-V def2-TZVPD RIJCOSX def2/J DEFGRID3
* xyz 1 1
O -1.827 -2.852 -0.510
V -3.146 -2.117 -0.100
O -3.277 -2.257 1.466
O -2.446 2.717 -3.529
V -2.539 1.164 -3.312
O -1.548 0.475 -4.299
O 0.121 0.529 0.038
C -1.114 0.333 -0.458
O -1.297 0.868 -1.606
O -1.978 -0.212 0.282
H 0.488 0.936 -0.778
C 3.486 0.707 0.577
C 2.960 -0.468 1.407
C 3.998 -0.887 2.406
O 1.858 0.036 2.186
H 2.857 0.939 -0.292
H 4.452 0.442 0.136
H 3.586 1.605 1.182
H 2.616 -1.275 0.751
H 4.955 -1.194 1.977
H 3.681 -1.748 3.000
H 4.234 -0.103 3.126
H 1.171 0.351 1.588
C 0.866 -2.194 -2.412
C 1.776 -1.786 -3.569
C 1.976 -0.294 -3.632
O 3.041 -2.418 -3.387
H 0.707 -3.271 -2.490
H -0.108 -1.697 -2.486
H 1.328 -1.949 -1.455
H 1.350 -2.127 -4.520
H 2.502 0.043 -4.521
H 2.464 0.093 -2.732
H 0.989 0.183 -3.614
H 2.949 -3.359 -3.563
C -3.631 0.642 3.466
C -3.985 1.894 2.658
C -2.835 2.878 2.666
O -4.209 1.432 1.311
H -2.581 0.405 3.289
H -4.278 -0.200 3.231
H -3.763 0.836 4.535
H -4.872 2.386 3.047
H -1.915 2.481 2.224
H -2.602 3.196 3.682
H -3.079 3.756 2.063
H -3.382 1.081 0.968
*
```

Computed properties:
- energy relative to the best compared isomer or geometry (same formula, charge and spin) (kcal/mol) = 8.72
- gap between HOMO and LUMO (eV) = 5.0
- largest force on an atom (eV Å⁻¹) = 4.41
- E_HOMO (eV) = -12.0


# C10H26BN5O3P

2 unconnected molecules or ions with the total composition C10H26BN5O3P (wB97M-V/def2-TZVPD, OMol25).

Geometry as ORCA input:
```
! wB97M-V def2-TZVPD RIJCOSX def2/J DEFGRID3
* xyz 1 1
C -5.507 1.892 -3.206
O -4.487 0.916 -3.522
B -3.627 0.670 -2.496
O -4.074 0.154 -1.334
C -2.084 1.008 -2.805
N -1.503 0.486 -3.878
C -0.182 0.940 -3.958
C -0.034 1.740 -2.889
N -1.211 1.791 -2.172
H -6.112 2.011 -4.104
H -6.141 1.507 -2.404
H -5.099 2.862 -2.910
H -3.417 0.149 -0.623
H -1.911 -0.141 -4.557
H 0.554 0.703 -4.706
H 0.852 2.294 -2.623
H -1.420 2.299 -1.327
O -0.591 -0.332 1.125
P 0.902 -0.192 1.393
N 1.477 -1.396 0.283
C 1.363 -2.822 0.534
C 1.088 -1.087 -1.076
N 0.868 -0.623 3.055
C 1.397 -1.855 3.599
C -0.311 -0.193 3.804
N 2.496 0.400 1.611
C 3.720 -0.061 0.969
C 2.708 1.480 2.571
H 1.733 -3.383 -0.326
H 0.331 -3.138 0.734
H 2.000 -3.132 1.360
H 1.282 -0.029 -1.289
H 0.019 -1.282 -1.251
H 1.670 -1.668 -1.797
H 0.776 -2.720 3.339
H 1.446 -1.799 4.688
H 2.423 -2.029 3.269
H -1.154 -0.883 3.679
H -0.635 0.795 3.482
H -0.076 -0.119 4.868
H 3.993 -1.057 1.322
H 4.551 0.608 1.199
H 3.640 -0.078 -0.116
H 3.201 1.101 3.469
H 1.764 1.932 2.871
H 3.318 2.279 2.143
*
```

Computed properties:
- gap between HOMO and LUMO (eV) = 7.5
- largest force on an atom (eV Å⁻¹) = 6.25
- E_HOMO (eV) = -10.5


# C10H27AlB2BrF6KLiN3O7PV

A molecular structure, C10H27AlB2BrF6KLiN3O7PV (wB97M-V/def2-TZVPD, OMol25).

Geometry as ORCA input:
```
! wB97M-V def2-TZVPD RIJCOSX def2/J DEFGRID3
* xyz 0 1
C 2.135 -0.858 0.171
C 1.096 -0.640 -0.950
O -0.035 0.182 -0.552
C 0.279 1.515 -0.940
B -0.399 2.653 0.085
C -1.926 2.352 0.531
C -3.033 2.767 -0.454
C -3.407 1.702 -1.531
N -3.287 0.312 -1.126
P -0.076 4.370 -0.659
C 1.732 4.578 -0.567
C -0.491 4.415 -2.482
H 2.422 -1.907 0.244
H 3.061 -0.302 0.018
H 1.667 -0.547 1.112
H 0.680 -1.595 -1.278
H 1.605 -0.217 -1.820
H 0.101 1.710 -2.010
H 1.366 1.635 -0.805
H 0.273 2.610 1.097
H -2.084 2.908 1.457
H -1.981 1.293 0.811
H -2.839 3.717 -0.963
H -3.945 2.929 0.136
H -2.891 1.868 -2.482
H -4.468 1.863 -1.761
H -2.404 -0.096 -1.396
H -3.492 0.168 -0.149
H 2.041 4.499 0.474
H 2.117 5.455 -1.081
H 2.115 3.694 -1.102
H 0.224 3.801 -3.052
H -1.507 4.049 -2.632
H -0.442 5.456 -2.907
Al 1.405 6.143 -3.489
C -4.043 1.301 3.066
O -3.150 2.206 3.479
O -5.248 1.532 3.623
O -3.928 0.375 2.301
H -5.053 2.315 4.171
Br -1.005 2.038 3.505
K -1.530 -0.400 2.375
F -0.343 5.404 1.482
O -4.650 -6.003 0.662
V -3.224 -5.151 1.243
O -1.843 -4.339 1.806
F 0.966 4.869 -5.336
C 4.608 -4.030 1.979
O 4.395 -2.821 1.975
N 5.743 -4.569 2.526
N 3.741 -4.918 1.444
H 5.938 -5.551 2.537
H 6.405 -3.934 2.928
H 2.900 -4.558 1.034
H 3.891 -5.910 1.426
B 3.062 -6.529 -1.762
F 2.995 -5.196 -2.223
F 2.405 -6.612 -0.508
F 2.428 -7.384 -2.678
F 4.408 -6.911 -1.599
Li -5.482 -7.709 0.595
*
```

Computed properties:
- gap between HOMO and LUMO (eV) = 2.3
- largest force on an atom (eV Å⁻¹) = 3.62
- E_HOMO (eV) = -7.6


# C10H27Cl2N3O4PSi2

2 unconnected molecules or ions with the total composition C10H27Cl2N3O4PSi2 (wB97M-V/def2-TZVPD, OMol25).

Geometry as ORCA input:
```
! wB97M-V def2-TZVPD RIJCOSX def2/J DEFGRID3
* xyz -1 1
C 4.940 -0.907 3.688
C 3.687 -0.104 3.995
Cl 3.214 -0.431 5.688
C 3.903 1.391 3.790
Cl 5.111 2.034 4.945
O 2.753 2.191 3.973
C 1.981 2.322 2.824
O 2.310 3.087 1.987
N 0.791 1.576 2.726
O 1.002 0.656 1.636
P 0.209 0.694 4.154
N 0.051 1.944 5.267
O -1.333 0.603 3.645
H 4.730 -1.962 3.870
H 5.252 -0.781 2.649
H 5.762 -0.604 4.337
H 2.868 -0.429 3.349
H 4.349 1.588 2.813
H 0.413 -0.105 1.767
H 0.953 2.260 5.610
H -0.523 2.727 4.971
H -1.490 1.103 2.827
C -3.880 -2.756 -1.434
Si -2.945 -1.759 -2.750
C -4.280 -0.885 -3.785
C -2.136 -3.045 -3.896
N -1.870 -0.732 -1.997
Si -0.818 0.352 -2.707
C -1.657 1.719 -3.729
C 0.488 -0.441 -3.841
C 0.144 1.226 -1.333
H -4.602 -3.450 -1.882
H -3.177 -3.337 -0.834
H -4.424 -2.081 -0.769
H -5.087 -1.574 -4.066
H -3.866 -0.476 -4.710
H -4.720 -0.066 -3.213
H -1.292 -3.518 -3.392
H -1.774 -2.586 -4.820
H -2.845 -3.833 -4.181
H -2.049 1.333 -4.674
H -0.954 2.526 -3.973
H -2.486 2.153 -3.165
H 0.945 -1.300 -3.344
H 1.286 0.269 -4.092
H 0.049 -0.782 -4.783
H 0.696 0.486 -0.758
H -0.543 1.747 -0.663
H 0.861 1.959 -1.721
*
```

Computed properties:
- gap between HOMO and LUMO (eV) = 5.8
- largest force on an atom (eV Å⁻¹) = 1.02
- E_HOMO (eV) = -3.7